[1]
Computed, not measured: C31H41NOPSbSiW as an isolated structure at a distorted geometry, with wB97M-V/def2-TZVPD.

Structure (XYZ):
```
78
Properties=species:S:1:pos:R:3:forces:R:3
W -0.7497 0.9884 -0.0426 3.2 1.9 -2.8
Si -1.7112 1.0675 2.1350 -1.1 0.0 3.9
P -2.1893 2.7774 -0.9179 -1.3 2.5 -0.5
N 0.7558 1.9787 -0.2425 -1.3 -0.8 2.1
H -2.1071 0.1205 -0.0660 -2.7 -1.6 0.7
C -2.2876 3.0868 -2.7141 0.4 -0.4 -0.1
H -2.8917 3.9921 -2.9180 0.4 -0.5 0.2
H -2.7631 2.2003 -3.1623 0.1 0.4 0.0
H -1.2623 3.2014 -3.1041 -0.5 0.0 0.0
C -3.9431 2.9519 -0.4010 0.0 -0.6 0.1
H -4.3509 3.8847 -0.8350 0.3 -0.5 0.2
H -4.0439 2.9657 0.6935 0.1 0.1 -0.3
H -4.4893 2.0846 -0.7977 0.0 0.3 0.0
C -1.4241 4.3194 -0.2037 0.3 0.0 0.0
H -2.0073 5.2206 -0.4768 0.1 -0.6 0.0
H -0.3901 4.4401 -0.5679 -0.4 -0.1 0.0
H -1.3683 4.2655 0.8967 -0.2 -0.1 -0.4
C -3.2827 0.2872 2.8551 0.0 -0.4 -0.9
H -3.3144 -0.7995 2.7469 -0.1 0.1 0.1
H -4.1589 0.7267 2.3672 0.0 -0.2 0.1
H -3.3128 0.5439 3.9202 0.2 0.0 -0.2
H -0.8144 0.9415 3.3359 0.4 0.2 -0.6
H -2.2104 2.4690 2.2003 0.4 0.5 -0.5
C 1.8457 2.7444 -0.0974 0.9 0.2 -0.6
C 3.9630 3.4755 -0.9363 -0.1 0.0 0.1
C 2.8056 2.7586 -1.1307 -0.4 -0.1 0.4
C 2.0260 3.4168 1.1268 0.0 -0.2 -0.4
C 3.1723 4.1560 1.3067 -0.1 -0.2 -0.3
C 4.1136 4.1731 0.2732 0.5 0.3 -0.2
H 4.7101 3.4741 -1.7312 0.0 0.2 0.5
H 2.5915 2.1570 -2.0096 0.2 0.2 0.0
H 1.2597 3.3092 1.8834 0.0 0.1 0.1
H 3.2966 4.7021 2.2361 0.3 0.0 -0.2
H 5.0051 4.7714 0.3983 0.1 0.0 0.1
C -3.6651 -0.8481 -1.8236 1.1 2.1 1.2
O -3.9509 0.2543 -2.3061 0.5 -1.8 0.2
C -2.5194 -1.7113 -2.3237 -0.3 -0.4 -0.8
H -3.0050 -2.5848 -2.8370 0.7 0.7 0.1
H -1.9100 -2.1580 -1.5203 -0.6 0.2 0.0
H -1.8282 -1.1449 -2.9906 -0.8 -0.5 0.1
C -4.2798 -1.2506 -0.4931 -1.2 -0.2 -0.3
H -5.3654 -1.1564 -0.6553 0.2 -0.4 0.2
H -4.0874 -0.5715 0.3506 0.3 0.1 -0.7
H -4.0184 -2.2543 -0.1549 -0.1 0.0 -0.2
C -0.6646 -6.1049 -0.3466 0.0 0.3 -0.3
C -1.3723 -5.2793 0.5329 0.3 0.1 0.1
C -0.9794 -3.9466 0.7045 -0.4 -0.2 -0.1
C 0.0687 -3.4249 -0.0569 -0.2 0.4 0.3
C 0.7812 -4.2475 -0.9282 -0.1 0.2 -0.3
C 0.3887 -5.5792 -1.1026 0.0 0.2 0.3
Sb 0.6141 -1.3364 0.1515 1.4 -2.3 -0.4
C 1.5396 -1.3418 2.0976 0.1 0.5 -0.4
C 2.1900 -0.1823 2.5310 0.1 0.3 0.3
C 2.6392 -0.1059 3.8531 -0.2 -0.2 0.2
C 2.4074 -1.1780 4.7266 0.1 -0.3 -0.3
C 1.8803 -2.3852 4.2450 -0.2 0.4 -0.2
C 1.4263 -2.4569 2.9261 -0.1 -0.1 -0.1
C 2.0701 -1.1167 -1.4184 -0.3 0.0 0.3
C 3.4151 -0.9453 -1.1025 0.0 0.0 -0.1
C 4.3369 -0.7197 -2.1282 -0.3 0.2 -0.1
C 3.8975 -0.6337 -3.4587 0.0 -0.2 0.3
C 2.5470 -0.8408 -3.7730 0.1 0.2 0.1
C 1.6240 -1.0786 -2.7460 0.2 0.1 -0.3
H -0.9439 -7.1502 -0.4656 0.0 0.3 0.0
H -2.2289 -5.6682 1.0861 0.4 0.1 -0.1
H -1.5058 -3.3331 1.4370 0.0 -0.1 -0.2
H 1.6311 -3.8427 -1.4772 -0.2 -0.2 0.0
H 0.9127 -6.1919 -1.8344 -0.1 0.1 0.3
H 2.3603 0.6780 1.8730 -0.2 -0.4 0.2
H 3.1493 0.7912 4.2202 -0.3 -0.3 -0.2
H 2.6577 -1.1031 5.7835 0.1 0.0 -0.3
H 1.7847 -3.2665 4.8799 0.0 0.3 -0.1
H 0.9872 -3.3781 2.5414 0.1 0.2 0.2
H 3.7369 -1.0001 -0.0607 0.0 0.0 -0.3
H 5.3872 -0.5847 -1.8720 -0.2 -0.1 -0.2
H 4.6274 -0.4371 -4.2457 -0.3 -0.1 0.2
H 2.2149 -0.7940 -4.8182 0.1 -0.1 0.5
H 0.5766 -1.2428 -3.0211 0.3 0.0 0.2
```
Positions in Å, forces in eV/Å.

## Properties
charge = +2
F_max = 4.6 eV/Å
energy above the lowest of the compared OMol25 structures with the same formula, charge and spin = 11.6 kJ/mol
HOMO (spin up / spin down) = -14.311 / -14.311 eV
orbital gap (spin up / spin down) = 5.63 / 5.63 eV
total energy = -2273.30950 a.u.
2S+1 = 1

Löwdin atomic charge list, values in e, 5 entries: number 1, W, carries 0.92; number 2, Si, carries 0.41; number 3, P, carries 0.71; number 4, N, carries -0.16; number 5, H, carries -0.16

[2]
Computed, not measured: one molecule with the formula C2H3F2N at a distorted geometry, with wB97M-V/def2-TZVPD.

Structure (XYZ):
```
8
Properties=species:S:1:pos:R:3:forces:R:3
F 1.6978 0.7559 -0.1096 -1.1 -1.1 0.4
C 0.4626 0.3304 0.4828 1.4 2.2 -1.2
N -0.0188 -0.9972 0.3375 0.4 0.3 0.0
C -0.6750 0.1227 -0.4440 1.1 -1.8 -0.5
F -1.8499 0.5454 0.0852 -0.3 -0.5 -0.5
H 0.3995 0.9763 1.3951 -0.4 -1.2 -0.6
H 0.6504 -1.6293 -0.1684 -1.1 1.0 0.3
H -0.6665 -0.1042 -1.5786 0.0 1.2 2.1
```
Positions in Å, forces in eV/Å.

## Properties
F_max = 2.8 eV/Å
energy above the lowest of the compared OMol25 structures with the same formula, charge and spin = 83.4 kJ/mol
HOMO = -10.332 eV
orbital gap = 11.43 eV
SMILES = F[C@@H]1N[C@H]1F
total energy = -332.42606 a.u.
2S+1 = 1

Löwdin atomic charge list, values in e, 5 entries: number 1, F, carries -0.05; number 2, C, carries -0.29; number 3, N, carries 0.10; number 4, C, carries -0.26; number 5, F, carries 0.03

[3]
Computed, not measured: one molecule with the formula C8H11NO2 at a distorted geometry, with wB97M-V/def2-TZVPD.

Structure (XYZ):
```
22
Properties=species:S:1:pos:R:3:forces:R:3
C 1.5499 1.2054 -0.0211 1.8 0.0 0.6
C 1.0962 1.3249 1.2498 0.2 -0.2 -2.0
C 0.9643 0.2508 -1.0342 -0.2 -1.2 1.2
C -0.5176 0.6472 -1.1731 -0.1 3.8 3.1
C -1.1932 -1.2344 0.4472 0.0 -1.0 -0.6
C -0.0637 -1.0431 1.4413 -1.8 0.6 2.5
C -1.3820 0.2031 0.0227 1.4 1.5 1.1
C -0.0164 0.4497 1.6260 0.0 1.4 -4.0
N -0.9102 1.0418 2.5246 0.9 1.4 -1.1
O -0.9111 2.2765 2.5527 -0.5 -0.5 0.9
O -1.6557 0.2853 3.0588 -2.3 -0.6 2.2
H 2.4522 1.8376 -0.3552 -1.6 -0.9 0.5
H 1.4593 2.1868 1.8031 -0.3 -0.5 0.5
H 1.5674 0.4364 -1.9319 -0.6 -0.8 -0.1
H 0.8650 -0.8645 -0.6920 1.2 2.0 -0.9
H -0.4499 1.8358 -1.0369 -0.8 -2.3 -1.0
H -0.9253 0.3355 -2.0795 -0.8 -0.3 -1.7
H -0.9514 -1.9328 -0.3670 0.1 0.4 -0.1
H -2.1032 -1.6715 0.8353 -0.1 0.1 0.6
H -0.3938 -1.2897 2.4504 0.0 -1.0 0.0
H 0.8847 -1.4536 1.3201 1.5 -0.8 -0.7
H -2.3687 0.7491 0.3256 2.0 -0.9 -0.9
```
Positions in Å, forces in eV/Å.

## Properties
F_max = 4.9 eV/Å
energy above the lowest of the compared OMol25 structures with the same formula, charge and spin = 677.3 kJ/mol
HOMO (spin up / spin down) = -8.533 / -8.532 eV
orbital gap (spin up / spin down) = 8.29 / 8.29 eV
total energy = -516.44059 a.u.
2S+1 = 1

Löwdin atomic charge list, values in e, 5 entries: number 1, C, carries -0.11; number 2, C, carries -0.04; number 3, C, carries -0.19; number 4, C, carries -0.17; number 5, C, carries -0.18

[4]
Computed, not measured: C27H40KN3O7PS as an isolated structure, with wB97M-V/def2-TZVPD.

Structure (XYZ):
```
80
Properties=species:S:1:pos:R:3:forces:R:3
K -2.4683 0.1416 0.7722 0.6 0.2 0.3
O -1.9597 -1.5573 -3.4719 -0.1 -0.2 0.0
C -2.4273 -0.5963 -2.6329 0.3 0.1 -0.2
O -1.8621 0.4555 -2.5247 -0.2 0.1 0.1
C -3.6617 -1.0464 -1.9131 -0.1 -0.1 0.0
O -4.3217 0.0627 -1.3887 0.1 0.0 0.0
C -5.5712 -0.2802 -0.8011 -0.1 -0.2 0.1
C -5.4909 -1.1470 0.4900 -0.2 0.0 -0.1
O -6.5782 -1.6003 0.8755 0.0 0.1 -0.1
O -4.3503 -1.2737 1.0014 -0.6 -0.5 0.1
H -1.1224 -1.2150 -3.8139 0.0 0.0 0.0
H -3.3481 -1.7439 -1.1237 0.0 -0.1 0.0
H -4.2933 -1.6080 -2.6148 0.0 0.0 0.0
H -6.1972 -0.8047 -1.5338 0.0 0.0 0.0
H -6.0516 0.6662 -0.5549 0.0 0.0 0.0
O -0.4319 -1.0434 -0.0523 -0.3 -0.5 -0.4
P 0.8993 -0.5516 0.3959 0.8 0.2 0.3
C 0.7180 1.1942 0.9304 0.0 -0.1 0.1
C 1.8066 1.8839 1.7625 0.1 -0.1 0.0
C 2.8633 2.6260 0.9517 0.0 0.1 0.0
C 2.2126 3.5727 -0.0561 0.1 -0.1 0.0
C 1.2294 2.8279 -0.9545 -0.1 0.0 -0.1
C 0.1449 2.1256 -0.1401 0.0 0.0 -0.1
C 2.0589 -0.8872 -1.0092 -0.1 0.0 0.2
C 1.3065 -0.6884 -2.3433 0.0 0.1 0.0
C 2.2805 -0.5456 -3.5207 0.0 0.0 0.0
C 3.5012 -1.4365 -3.3068 0.0 0.0 0.0
C 4.3160 -0.9428 -2.0976 0.0 0.0 0.0
C 3.4282 -0.2173 -1.0739 0.1 0.0 0.0
C 1.4444 -1.4220 1.9212 0.1 0.1 0.0
C 0.6925 -2.7440 2.1166 -0.1 0.0 -0.1
C 1.3257 -3.9148 1.3724 0.0 0.0 0.1
C 2.7869 -4.0881 1.7817 0.0 0.0 -0.1
C 3.5756 -2.8075 1.5157 0.0 0.0 0.1
C 2.9414 -1.5976 2.2072 0.0 0.0 -0.1
H -0.0717 0.9923 1.6800 0.1 -0.1 -0.1
H 2.2608 1.1811 2.4629 0.0 0.0 0.0
H 1.2884 2.6127 2.3943 0.0 0.0 0.0
H 3.5105 1.9188 0.4274 0.0 0.0 0.0
H 3.5076 3.1913 1.6320 0.0 0.0 0.0
H 2.9783 4.0729 -0.6584 0.0 0.0 0.0
H 1.6704 4.3546 0.4860 0.0 0.0 0.0
H 1.7768 2.0962 -1.5618 -0.1 0.1 0.0
H 0.7588 3.5243 -1.6532 0.0 0.0 0.0
H -0.5337 1.5833 -0.8010 0.0 0.0 0.0
H -0.4668 2.8811 0.3641 0.0 0.0 0.0
H 2.2263 -1.9637 -0.8937 0.0 0.0 0.0
H 0.6408 0.1733 -2.2948 0.0 0.0 0.0
H 0.6591 -1.5545 -2.4879 0.0 0.0 0.0
H 2.6082 0.4946 -3.6169 0.0 0.0 0.0
H 1.7729 -0.7955 -4.4560 0.0 0.0 0.0
H 4.1308 -1.4678 -4.1994 0.0 0.0 0.0
H 3.1557 -2.4603 -3.1321 0.0 0.0 0.0
H 5.1043 -0.2618 -2.4316 0.0 0.0 0.0
H 4.8157 -1.7904 -1.6197 0.0 0.0 0.0
H 3.3001 0.8222 -1.3799 0.0 0.0 0.0
H 3.9224 -0.1954 -0.1018 0.0 0.0 0.0
H 1.0237 -0.7401 2.6777 0.0 0.0 0.0
H -0.3468 -2.6117 1.8178 0.0 0.0 0.0
H 0.6918 -2.9627 3.1902 0.0 0.0 0.0
H 1.2595 -3.7455 0.2925 0.0 0.0 0.0
H 0.7650 -4.8315 1.5780 0.0 0.0 0.0
H 3.2431 -4.9283 1.2478 0.0 0.0 0.0
H 2.8318 -4.3244 2.8509 0.0 0.0 0.0
H 3.6259 -2.6462 0.4369 0.0 0.0 -0.1
H 4.6092 -2.9213 1.8606 0.0 0.0 0.0
H 3.4998 -0.6899 1.9614 0.0 0.0 0.0
H 3.0409 -1.7271 3.2904 0.0 0.0 0.0
N -5.3666 1.8895 2.0960 0.0 0.0 -0.1
C -4.5613 2.6581 1.2828 0.0 0.0 0.0
O -3.3712 2.3487 1.1234 -0.4 0.7 0.1
C -5.1731 3.8160 0.6793 0.2 -0.3 0.2
C -4.4085 4.6956 -0.0992 0.3 0.3 -0.2
N -3.8082 5.4528 -0.7382 0.0 -0.1 0.0
C -6.5235 4.1159 0.8830 -0.4 0.1 0.0
N -7.6484 4.3385 1.0634 0.0 0.0 0.0
H -6.3650 1.9925 2.0179 0.0 0.0 0.0
H -5.0297 0.9588 2.2935 0.0 0.0 0.0
S 0.2435 0.4681 5.0871 0.1 -0.1 0.0
C -0.6439 0.1885 3.7817 -0.2 0.1 0.0
```
Positions in Å, forces in eV/Å.

## Properties
charge = -2
F_max = 0.9 eV/Å
energy above the lowest of the compared OMol25 structures with the same formula, charge and spin = 84.1 kJ/mol
HOMO (spin up / spin down) = 0.143 / -2.420 eV
orbital gap (spin up / spin down) = 3.56 / 6.12 eV
total energy = -3083.39726 a.u.
2S+1 = 2

Löwdin atomic charge list, values in e, 5 entries: number 1, K, carries 0.79; number 2, O, carries 0.09; number 3, C, carries -0.48; number 4, O, carries 0.12; number 5, C, carries -0.16